[1]
Entry from the Open Molecules 2025 dataset: 5 unconnected molecules or ions with the total composition C20H50O10 at a distorted geometry (wB97M-V/def2-TZVPD).

Last column: Mulliken charge in e.
CARTESIAN COORDINATES (ANGSTROEM)
O -0.5687 -1.1682 -0.2146  -0.475
O -3.1044 -3.3955 4.9276  -0.394
O 3.3663 3.8650 1.8581  -0.484
O 5.1807 1.9204 3.6076  -0.449
O -0.6975 1.9355 0.1180  -0.300
O -5.4160 -2.0818 -0.9024  -0.292
O 3.0375 0.7535 -2.4810  -0.127
O -2.3616 -5.5156 2.0375  -0.415
O -5.0227 -0.4683 -3.2067  -0.380
O 5.5770 1.5699 -3.7785  -0.342
C 4.7223 3.9449 2.2449  -0.571
C -1.0967 3.2057 -0.3205  -0.700
C -4.1749 -0.5065 -4.3095  -0.774
C -3.4242 -4.3655 3.9668  -0.445
C -5.2456 -0.6734 -0.8842  -0.613
C -3.3417 -5.2032 1.0414  -0.454
C -4.3110 -0.2996 -2.0011  -0.317
C 5.2662 1.6521 -2.4001  -0.479
C 4.3361 0.5416 -1.9460  -0.628
C 0.3864 -0.1357 -0.3145  -0.638
C -1.5232 -0.9586 0.8082  -0.112
C -6.5476 -2.5434 -0.2292  -0.787
C 2.8415 0.6618 -3.8677  -0.799
C 3.8647 1.4172 3.7025  -0.505
C 5.4556 2.6205 2.3852  -0.096
C 3.1342 3.2554 0.5999  -0.253
C 6.4255 2.6123 -4.2054  -0.735
C -3.5059 -2.0829 4.5208  -0.374
C -0.1176 1.1607 -0.9256  -0.283
C -2.2449 -4.4642 2.9739  -0.022
H -4.9285 -0.4153 0.1344  0.347
H -4.7368 -0.5220 -5.2414  0.292
H -0.8641 1.0509 -1.7195  0.320
H -3.4661 -1.3452 -4.3234  0.310
H -4.3502 -5.3801 1.4115  0.271
H -4.5039 -1.8797 4.9105  0.259
H 4.6569 -0.4553 -2.2771  0.439
H -2.7724 -1.3895 4.9221  0.247
H 0.7499 1.6611 -1.3744  0.450
H 3.9859 3.5085 -0.0502  0.230
H 6.6647 2.3938 -5.2401  0.248
H 6.2393 1.4809 -1.9179  0.459
H -1.1097 -0.7616 1.8027  0.370
H 7.3116 2.7243 -3.5691  0.293
H 1.7690 0.7216 -4.0561  0.216
H 3.1323 -0.3420 -4.1978  0.350
H -4.3939 -4.2308 3.4761  0.321
H 4.7847 2.5976 -2.1394  0.293
H 1.3111 -0.4725 -0.7821  0.222
H 3.6239 0.8239 2.8051  0.134
H -3.0925 -5.8273 0.1869  0.316
H 5.2532 4.5110 1.4659  0.406
H -2.1636 -0.1263 0.5024  0.182
H 3.3329 1.4041 -4.4926  0.281
H 3.0484 2.1860 0.7740  0.018
H -1.8724 3.1350 -1.0945  0.262
H -6.3903 -2.4800 0.8582  0.270
H -0.2477 3.8278 -0.6172  0.208
H 5.1459 1.8865 1.6260  0.080
H -1.9193 -3.5090 2.5446  -0.025
H -3.2372 -4.1631 0.7212  0.061
H -6.2284 -0.2132 -1.0505  0.396
H -3.4104 -0.9262 -1.9951  0.335
H 2.3182 3.7097 0.0403  0.248
H 4.7416 4.4623 3.2013  0.333
H -3.4119 -5.3424 4.4570  0.310
H -2.1052 -1.8800 0.8473  -0.260
H -1.6042 3.7167 0.5019  0.325
H 4.3018 0.4428 -0.8628  0.237
H -7.4805 -2.0233 -0.4670  0.332
H 3.7951 0.7839 4.5805  0.301
H -1.3964 -4.7378 3.6088  0.321
H -3.9243 0.7226 -1.8939  0.325
H -6.6835 -3.6020 -0.4465  0.269
H 5.8908 3.5687 -4.1158  0.318
H 3.1305 2.2252 3.7094  0.253
H -3.5208 0.3786 -4.3796  0.301
H 0.7248 0.1246 0.7007  0.357
H -3.5174 -2.0347 3.4304  0.051
H 6.5294 2.7573 2.2796  0.364

Force components x, y, z for each atom (eV/Å):
O 0.6 -0.2 0.0
O -0.4 0.5 0.0
O -0.8 0.3 0.2
O 0.7 0.5 0.2
O 0.2 0.1 0.0
O 0.1 -0.1 -0.7
O -0.5 0.7 1.3
O -0.6 0.8 -0.2
O 0.0 0.0 0.0
O -0.4 -0.2 0.0
C 0.2 -0.3 -0.7
C -0.7 0.2 0.4
C 1.0 0.4 -0.8
C 0.9 -0.7 -0.6
C -0.7 -0.6 0.5
C 0.9 -0.1 0.1
C 0.3 0.0 0.2
C 0.9 -1.0 0.2
C -0.2 -0.4 -1.8
C 0.0 0.4 0.8
C -0.4 -0.1 -0.7
C 0.0 -0.3 0.8
C -0.3 -1.0 -0.4
C -0.1 0.2 -0.9
C -1.1 -1.3 0.4
C 1.3 0.6 0.0
C -0.6 0.3 0.5
C 0.2 -0.8 0.1
C 0.2 0.1 0.2
C 0.7 -0.5 0.9
H 0.4 0.5 -0.2
H -0.3 -0.1 0.2
H 0.0 -0.4 -0.1
H -0.3 -0.3 0.3
H -0.1 -0.1 -0.1
H 0.0 0.2 0.0
H 0.4 0.1 -0.2
H -0.1 0.2 0.0
H 0.0 0.3 0.1
H 0.2 -0.6 0.0
H 0.2 0.2 0.0
H -0.2 0.6 0.7
H 0.3 0.1 -0.1
H 0.2 -0.3 -0.2
H -0.1 0.1 0.3
H 0.2 0.1 -0.2
H 0.0 0.3 0.1
H 0.3 0.2 0.0
H -0.4 -0.4 -0.6
H 0.1 -0.2 0.1
H -0.3 -0.1 0.0
H 0.1 0.2 0.2
H -0.2 0.0 0.4
H 0.2 0.1 0.3
H -0.3 -0.2 -0.6
H 0.4 0.0 -0.4
H -0.1 0.1 0.0
H 0.0 -0.1 -0.3
H 0.1 0.5 -0.5
H -0.5 0.0 -0.4
H -0.1 0.1 0.0
H 0.1 0.2 -0.1
H -0.1 -0.3 0.1
H -0.6 -0.2 0.7
H 0.1 0.2 0.0
H -0.4 0.1 0.1
H -0.1 0.1 0.1
H 0.2 -0.1 0.2
H -0.4 0.6 0.1
H 0.1 0.2 -0.2
H 0.0 0.1 0.1
H 0.0 -0.1 0.0
H -0.3 0.2 0.0
H 0.1 0.0 -0.2
H 0.1 0.0 -0.3
H -0.1 0.0 0.3
H -0.2 0.1 0.2
H -0.1 0.2 0.0
H 0.0 0.3 0.0
H 0.1 0.1 0.4

SMILES string: COCCOC.COCCOC.COCCOC.COCCOC.COCCOC
E_HOMO, eV: -9.29


[2]
Entry from the Open Molecules 2025 dataset: a molecular structure, C4H11NO3 at a distorted geometry (wB97M-V/def2-TZVPD).

Last column: Mulliken charge in e.
CARTESIAN COORDINATES (ANGSTROEM)
O -0.1109 0.2617 -3.2123  -0.880
O 0.9840 -2.8183 0.1993  -0.929
O -0.0934 2.2780 3.1441  -0.957
N 0.4857 -0.5866 -0.9424  -0.105
C 0.2357 0.7234 1.2161  -0.254
C -0.5687 1.8767 1.9244  -0.552
C -0.1172 -0.7701 -2.3609  -0.403
C -0.3336 0.3467 -0.1408  -0.890
H 0.7222 -1.7567 -0.3282  0.470
H 0.5063 -1.6373 -2.7274  0.230
H -0.5530 2.6609 1.2118  0.228
H 0.2717 -0.1287 1.8765  0.196
H -1.6307 1.5390 1.9289  0.183
H -1.3218 -0.1001 -0.0304  0.323
H -1.1490 -1.1286 -2.1032  0.198
H 1.4047 -0.2045 -1.0119  0.250
H -0.4748 1.2347 -0.7347  0.375
H 0.4992 -2.8315 1.0010  0.230
H 1.2436 1.0412 1.0902  0.286

Force components x, y, z for each atom (eV/Å):
O 0.2 -0.3 0.9
O 0.6 0.6 -1.6
O -0.2 -0.4 -0.4
N -1.1 -0.1 0.2
C -1.1 0.1 0.1
C 0.8 -1.1 1.2
C 0.5 0.1 -0.7
C 0.1 -0.2 0.1
H 0.0 -0.9 0.4
H -0.4 0.0 0.1
H -0.1 1.5 -1.3
H 0.0 -0.5 0.3
H -0.3 -0.2 0.1
H -0.1 -0.2 0.0
H 0.3 -0.2 0.0
H 0.7 0.5 -0.4
H -0.1 0.5 -0.3
H -0.7 0.1 1.2
H 1.1 0.5 -0.1

E_HOMO, eV: 0.23
Total charge: -2


[3]
Entry from the Open Molecules 2025 dataset: 2 unconnected molecules or ions with the total composition C5H14 (wB97M-V/def2-TZVPD).

Last column: Mulliken charge in e.
CARTESIAN COORDINATES (ANGSTROEM)
C 1.7822 -0.2369 -0.2537  -0.874
C -2.9273 -1.3277 1.7199  -0.927
C 1.2366 1.9280 -1.5082  -1.193
C -2.0291 -1.4356 0.4777  -0.636
C 2.1650 1.2134 -0.5266  -0.169
H -3.9483 -1.0959 1.4102  0.277
H -2.6180 -0.4993 2.3599  0.298
H 0.3281 2.2675 -1.0145  0.296
H 2.1931 1.7981 0.3899  0.247
H -2.9178 -2.2602 2.2891  0.283
H 2.4156 -0.9194 -0.8301  0.308
H -2.3150 -2.3242 -0.0800  0.272
H 1.9152 -0.5232 0.7968  0.320
H -0.9886 -1.5866 0.7765  0.146
H 1.7356 2.8141 -1.9146  0.337
H -2.1709 -0.5690 -0.1547  0.288
H 0.9308 1.2875 -2.3310  0.341
H 3.1888 1.2407 -0.9189  0.278
H 0.7724 -0.4617 -0.5803  0.107

Force components x, y, z for each atom (eV/Å):
C 0.4 -0.5 0.0
C 0.1 0.2 -0.4
C 0.2 0.2 0.1
C -0.3 -0.6 0.7
C 0.2 0.2 -0.3
H -0.1 -0.2 0.1
H 0.1 -0.1 0.1
H -0.1 0.0 0.1
H 0.0 0.0 0.2
H -0.1 0.2 0.0
H 0.0 0.1 0.0
H 0.0 0.0 -0.2
H -0.2 0.1 -0.2
H 0.0 0.3 -0.2
H -0.2 -0.1 0.0
H 0.3 0.2 -0.2
H 0.1 -0.1 -0.2
H -0.1 0.0 0.1
H -0.3 0.1 0.2

SMILES string: CCC.CC
E_HOMO, eV: -11.24


LUMO level per entry: 0.023 0.250 0.040 hartree
Energy above the lowest of the compared OMol25 structures with the same formula, charge and spin per entry: 3.592 0.794 0.188 eV